Entry 1:
15
Properties=species:S:1:pos:R:3:nbo_charge:R:1 method="wB97M-V/def2-TZVPD" orbital_gap_ev=10.42 e_homo_ev=-9.65 total_energy_ev=-8737.3599 smiles="[H]/N=C/N.NCO" multiplicity=1 total_charge=0 mol_weight_g_mol=91.11 de_lowest_ev=1.080
H 1.60 -1.37 1.71 0.3426
N 1.56 -0.40 1.42 -0.7456
C 1.95 -0.35 0.21 0.2791
N 1.99 0.82 -0.49 -0.8169
H 2.18 -1.20 -0.44 0.1498
H 2.33 0.89 -1.43 0.3924
H 1.39 1.57 -0.19 0.4122
N -1.78 -0.90 -0.65 -0.8225
C -2.06 0.42 -0.08 0.0834
O -1.00 1.10 0.56 -0.7516
H -0.93 -0.81 -1.18 0.3452
H -1.53 -1.51 0.12 0.3422
H -2.35 1.01 -0.96 0.1535
H -2.95 0.35 0.54 0.1532
H -0.39 0.39 0.87 0.4831

***

Entry 2:
16
Properties=species:S:1:pos:R:3:nbo_charge:R:1 method="wB97M-V/def2-TZVPD" orbital_gap_ev=9.90 e_homo_ev=-9.11 total_energy_ev=-10784.4894 smiles=CNC(O)(O)NN multiplicity=1 total_charge=0 mol_weight_g_mol=107.11 de_lowest_ev=1.553
C 1.90 0.46 0.76 -0.4272
N 1.26 -0.21 -0.36 -0.6523
C -0.17 -0.43 -0.24 0.7343
O -0.58 -1.25 -1.29 -0.7233
O -0.45 -1.11 0.94 -0.7278
N -0.91 0.82 -0.31 -0.5101
N -2.32 0.67 -0.17 -0.6589
H 1.68 1.54 0.81 0.1650
H 1.56 -0.01 1.68 0.2164
H 2.97 0.32 0.66 0.2043
H 1.45 0.28 -1.23 0.3625
H -0.46 -0.78 -2.13 0.4781
H -0.15 -2.02 0.83 0.4899
H -0.60 1.43 0.44 0.3572
H -2.54 0.07 0.62 0.3412
H -2.65 0.20 -1.01 0.3507

***

Entry 3:
16
Properties=species:S:1:pos:R:3:nbo_charge:R:1 method="wB97M-V/def2-TZVPD" orbital_gap_ev="8.88 / 9.57" e_homo_ev="-8.22 / -8.58" total_energy_ev=-10780.4928 multiplicity=1 total_charge=0 mol_weight_g_mol=107.11 de_lowest_ev=5.550
C 0.26 0.05 0.43 0.7452
C 0.45 1.50 0.07 -0.7080
N 2.33 -0.78 -0.75 -0.6857
N -2.76 -0.45 -0.79 -0.3689
N 0.41 -0.28 1.73 -0.8093
O 0.18 -0.85 -0.46 -0.6412
O -1.99 -0.41 0.26 -0.3468
H 2.35 -1.78 -0.53 0.3068
H 2.16 -0.76 -1.76 0.3048
H -2.94 -1.39 -1.14 0.3589
H -2.80 0.39 -1.36 0.3517
H 0.68 0.40 2.42 0.3952
H 0.19 -1.23 1.99 0.4073
H 0.90 2.09 0.87 0.2102
H -0.52 1.93 -0.17 0.2315
H 1.09 1.57 -0.81 0.2482

***

Entry 4:
15
Properties=species:S:1:pos:R:3:nbo_charge:R:1 method="wB97M-V/def2-TZVPD" orbital_gap_ev=8.20 e_homo_ev=-7.80 total_energy_ev=-14566.6107 multiplicity=1 total_charge=0 mol_weight_g_mol=103.20 de_lowest_ev=1.303
C -0.85 1.54 1.98 -0.3154
C -0.52 1.16 0.72 -0.7134
N -0.98 -1.43 -0.68 -1.3554
N 0.81 1.22 -1.95 -1.1996
N 1.24 -1.59 0.65 -1.2632
Si 0.14 -0.43 0.01 1.9477
H -1.41 2.45 2.22 0.2053
H -0.73 0.80 2.72 0.1835
H -0.59 1.90 -0.08 0.2665
H -1.01 -2.47 -0.76 0.4216
H -1.77 -0.91 -1.07 0.4145
H 0.57 0.43 -2.58 0.3150
H 1.82 1.11 -1.92 0.3190
H 2.15 -1.35 0.71 0.3840
H 1.15 -2.44 0.02 0.3899